The following is a quantum chemistry calculation of C18H18ClEuN4 as an isolated structure, from OMol25.

Its expectation value of S² is 15.760. As for the multiplicity: 8. As for the charge: +1. The value obtained for the LUMO energy (spin up / spin down) is -2.9 / -2.9 eV. The calculation puts the energy at -2086.1830 Eh. The calculation puts the frontier orbital gap (spin up / spin down) at 0.2573 / 0.3430 hartree. The calculation puts the largest force on an atom at 0.027 hartree/bohr.

Last column: Mulliken spin population.
Element x y z (Å)
Eu: -1.35 1.45 -0.35  7.029
C: -1.70 -1.87 0.52  -0.012
N: -0.61 -1.12 -0.12  -0.002
C: 0.59 -1.11 0.72  0.006
C: 1.51 0.09 0.58  -0.007
C: 2.88 -0.08 0.47  -0.002
C: 3.68 1.06 0.43  0.000
C: 3.09 2.31 0.49  0.000
C: 1.71 2.38 0.60  -0.003
N: 0.95 1.29 0.64  0.012
C: -0.35 -1.57 -1.50  0.004
C: 0.51 -0.62 -2.31  -0.002
C: 1.63 -1.05 -2.99  -0.001
C: 2.37 -0.12 -3.71  0.001
C: 1.99 1.21 -3.71  -0.004
C: 0.85 1.55 -2.99  -0.003
N: 0.12 0.66 -2.33  0.016
C: -2.43 -1.12 1.62  0.006
C: -3.01 -1.82 2.67  0.002
C: -3.77 -1.12 3.60  0.000
C: -3.92 0.25 3.48  -0.002
C: -3.28 0.87 2.41  -0.011
N: -2.58 0.19 1.51  0.018
H: -1.34 -2.83 0.92  -0.001
H: -2.42 -2.13 -0.26  -0.005
H: 1.17 -2.03 0.57  -0.001
H: 0.26 -1.13 1.76  -0.003
H: 3.29 -1.07 0.42  0.000
H: 4.75 0.95 0.34  0.000
H: 3.68 3.22 0.45  0.000
H: 1.18 3.32 0.65  -0.005
H: -1.32 -1.67 -2.00  -0.007
H: 0.11 -2.56 -1.51  -0.002
H: 1.92 -2.10 -2.96  0.000
H: 3.25 -0.43 -4.26  0.000
H: 2.54 1.97 -4.24  0.000
H: 0.51 2.58 -2.94  -0.004
H: -2.88 -2.89 2.75  0.000
H: -4.23 -1.64 4.43  0.000
H: -4.49 0.84 4.18  0.000
H: -3.35 1.94 2.26  -0.003
Cl: -1.51 3.94 -0.31  -0.014

The following is a quantum chemistry calculation of a 5-piece molecular cluster, C32H45BBrN5O14P2Si overall, from OMol25.

As for the charge: 0. The value obtained for the LUMO energy is -1.3 eV. The calculation puts the energy at -6144.4378 Eh. The calculation puts the frontier orbital gap at 0.2763 hartree. The calculation puts the largest force on an atom at 0.029 hartree/bohr.

Last column: Mulliken charge in e.
Element x y z (Å)
C: 0.25 -4.07 0.34  -2.011
C: 0.19 -2.79 1.15  0.464
C: -0.99 -1.81 0.93  -0.627
Br: -2.41 -2.58 -0.20  -0.236
P: -0.32 -0.20 0.19  0.695
O: -1.52 -0.27 -1.08  -0.738
C: 1.11 -0.40 -0.95  -0.578
C: 0.75 -0.84 -2.36  -0.435
O: 1.97 -1.10 -3.04  -0.651
Si: 2.34 -2.71 -3.29  0.774
C: 2.84 -3.65 -1.73  -0.997
C: 3.81 -2.73 -4.45  -1.265
C: 0.94 -3.65 -4.11  -0.752
B: -1.12 1.54 0.61  1.006
N: -2.13 1.66 1.62  -0.378
O: -0.70 2.67 -0.05  -0.783
P: 0.98 0.03 2.04  0.935
O: 0.30 -0.49 3.24  -0.843
O: 1.13 1.62 2.26  -0.519
O: 2.47 -0.54 1.89  -0.596
H: 0.22 -3.91 -0.72  0.288
H: 1.21 -4.52 0.55  0.533
H: -0.52 -4.74 0.67  0.470
H: 1.13 -2.29 0.96  -0.183
H: 0.21 -3.06 2.18  0.353
H: -1.47 -1.61 1.86  0.847
H: -1.54 0.54 -1.58  -0.168
H: 1.73 -1.19 -0.56  -0.053
H: 1.67 0.52 -1.01  0.751
H: 0.13 -1.71 -2.35  0.441
H: 0.28 -0.02 -2.87  0.193
H: 2.60 -3.15 -0.80  0.132
H: 2.31 -4.58 -1.72  0.276
H: 3.90 -3.81 -1.76  0.548
H: 4.75 -2.75 -3.93  0.347
H: 3.79 -1.92 -5.16  0.306
H: 3.75 -3.65 -5.01  0.356
H: 0.29 -4.05 -3.34  -0.016
H: 1.29 -4.50 -4.66  0.442
H: 0.34 -2.99 -4.72  0.315
H: -2.33 0.78 2.08  0.250
H: -2.97 2.04 1.22  0.196
H: -0.76 2.51 -1.00  0.130
H: 0.71 1.84 3.10  0.342
H: 2.86 -0.59 2.78  0.320
C: -5.90 4.47 -3.24  -0.402
C: -4.70 5.13 -3.06  -0.585
C: -3.50 4.43 -3.13  -0.312
C: -3.55 3.08 -3.38  0.208
C: -4.74 2.40 -3.55  -0.321
C: -5.92 3.11 -3.48  -0.561
N: -2.29 2.33 -3.47  1.094
O: -1.25 2.94 -3.28  -0.639
O: -2.34 1.14 -3.71  -0.573
H: -6.83 5.02 -3.19  0.394
H: -4.68 6.20 -2.87  0.393
H: -2.56 4.94 -2.99  0.507
H: -4.75 1.34 -3.74  0.471
H: -6.86 2.59 -3.61  0.380
C: -1.14 5.48 2.79  -0.542
C: -0.83 5.47 1.43  -0.087
C: -0.13 6.53 0.88  -0.431
C: 0.26 7.57 1.69  0.042
C: -0.05 7.60 3.04  -0.467
C: -0.75 6.54 3.59  -0.444
N: 1.02 8.69 1.11  1.034
O: 1.25 8.65 -0.08  -0.612
O: 1.37 9.58 1.86  -0.612
H: -1.68 4.65 3.22  0.445
H: -1.13 4.64 0.82  0.321
H: 0.12 6.53 -0.17  0.496
H: 0.26 8.43 3.66  0.469
H: -1.00 6.55 4.64  0.399
C: 3.80 1.61 4.18  -0.519
C: 4.28 0.71 5.12  -0.565
C: 5.58 0.82 5.57  -0.289
C: 6.38 1.82 5.08  -0.015
C: 5.92 2.72 4.13  -0.419
C: 4.62 2.61 3.68  -0.597
N: 7.76 1.95 5.57  1.014
O: 8.14 1.14 6.38  -0.607
O: 8.43 2.87 5.14  -0.604
H: 2.78 1.53 3.82  0.895
H: 3.64 -0.07 5.50  0.441
H: 5.96 0.12 6.31  0.460
H: 6.57 3.50 3.76  0.463
H: 4.24 3.30 2.94  0.449
C: -4.96 -7.86 -0.01  -0.450
C: -4.57 -8.73 -1.02  -0.434
C: -3.52 -8.39 -1.86  -0.491
C: -2.87 -7.19 -1.67  -0.096
C: -3.25 -6.31 -0.67  0.383
C: -4.30 -6.65 0.16  -0.548
N: -1.75 -6.84 -2.55  0.987
O: -1.46 -7.62 -3.43  -0.615
O: -1.18 -5.78 -2.34  -0.555
H: -5.78 -8.12 0.64  0.384
H: -5.09 -9.67 -1.16  0.377
H: -3.22 -9.06 -2.65  0.460
H: -2.73 -5.37 -0.54  0.135
H: -4.60 -5.97 0.94  0.411

The following is a quantum chemistry calculation of one molecule with the formula C22H18O3, from OMol25.

As for the charge: 0. The value obtained for the LUMO energy is 0.2 eV. The calculation puts the energy at -1074.7407 Eh. The calculation puts the frontier orbital gap at 0.3083 hartree. The calculation puts the largest force on an atom at 0.120 hartree/bohr.

Last column: natural (NBO) charge in e.
Element x y z (Å)
O: 1.67 2.33 -2.01  -0.734
O: -0.07 2.83 -0.73  -0.524
O: 0.01 1.69 -4.25  -0.706
C: -0.81 -0.31 -1.90  -0.140
C: -0.32 0.94 -2.15  -0.067
C: 2.49 -4.29 4.97  -0.206
C: -2.91 4.96 -1.42  -0.169
C: 1.18 -3.56 5.02  -0.191
C: 3.11 -4.30 3.76  -0.215
C: -3.45 4.32 -2.54  -0.266
C: -1.67 4.43 -0.90  -0.260
C: -1.04 -1.74 0.19  -0.182
C: 1.23 -1.21 -0.56  -0.229
C: 0.68 -2.99 3.87  -0.218
C: 2.61 -3.66 2.68  -0.197
C: -0.47 -2.22 1.36  -0.203
C: 1.76 -1.81 0.57  -0.139
C: -2.87 3.24 -3.12  -0.156
C: -1.06 3.45 -1.50  0.272
C: -0.20 -1.22 -0.83  -0.063
C: 1.40 -2.95 2.71  -0.051
C: 0.89 -2.37 1.48  -0.066
C: -1.51 2.84 -2.72  -0.106
C: 0.66 1.70 -1.31  0.336
C: -1.00 1.58 -3.34  0.069
H: 1.75 3.22 -1.73  0.502
H: 0.82 1.92 -3.76  0.491
H: -1.65 -0.72 -2.43  0.211
H: 2.91 -4.74 5.84  0.215
H: -3.38 5.83 -0.91  0.220
H: 0.65 -3.38 5.96  0.215
H: 4.00 -4.90 3.57  0.210
H: -4.31 4.69 -3.00  0.210
H: -1.19 4.98 -0.14  0.223
H: -2.12 -1.88 0.10  0.215
H: 1.96 -0.80 -1.23  0.216
H: -0.31 -2.49 3.97  0.216
H: 3.23 -3.83 1.75  0.215
H: -1.16 -2.77 1.96  0.214
H: 2.91 -1.70 0.71  0.221
H: -3.43 2.70 -3.95  0.216
H: 0.90 1.20 -0.32  0.207
H: -1.89 0.99 -3.71  0.194

The following is a quantum chemistry calculation of C4H10N2O as an isolated structure, from OMol25.

As for the charge: 0. The value obtained for the LUMO energy is 0.7 eV. The calculation puts the energy at -342.9971 Eh. The value obtained for the relative energy (zero: lowest compared OMol25 entry of this formula, charge and spin) is 5.560 eV. The calculation puts the frontier orbital gap at 0.3166 hartree. The calculation puts the largest force on an atom at 0.042 hartree/bohr.

Last column: natural (NBO) charge in e.
Element x y z (Å)
C: -1.52 -0.02 -1.22  -0.261
N: -2.35 -0.94 -0.55  -0.815
C: 0.30 -0.59 -0.92  0.178
O: 0.33 -1.75 -0.51  -0.679
H: -2.43 -0.74 0.44  0.359
H: -1.99 -1.89 -0.65  0.387
H: 0.86 -0.18 -1.76  0.174
H: -1.50 -0.18 -2.30  0.202
H: -1.75 1.02 -1.00  0.199
C: 1.35 0.10 1.71  -0.724
C: 1.06 0.78 0.42  0.233
N: 1.47 1.86 -0.08  -0.625
H: 2.13 2.35 0.53  0.344
H: -0.17 0.41 -0.26  0.302
H: 2.31 0.42 2.13  0.226
H: 0.56 0.33 2.44  0.237
H: 1.35 -0.98 1.60  0.264

The following is a quantum chemistry calculation of C19H26As2N4PtS3 as an isolated structure, from OMol25.

Its expectation value of S² is 6.029. As for the multiplicity: 5. As for the charge: +2. The value obtained for the LUMO energy (spin up / spin down) is -4.6 / -8.4 eV. The calculation puts the energy at -6743.4690 Eh. The value obtained for the relative energy (zero: lowest compared OMol25 entry of this formula, charge and spin) is 0.000 eV. The calculation puts the frontier orbital gap (spin up / spin down) at 0.3060 / 0.2174 hartree. The calculation puts the largest force on an atom at 0.009 hartree/bohr.

Last column: Mulliken spin population.
Element x y z (Å)
Pt: -0.14 -0.34 0.21  1.054
C: 3.34 -5.12 0.73  0.001
C: 1.89 -4.82 0.70  -0.002
N: 0.93 -5.68 0.78  0.004
N: -0.21 -4.95 0.71  0.018
C: 0.00 -3.65 0.57  0.011
S: -1.22 -2.46 0.43  0.149
N: 1.35 -3.54 0.57  0.000
N: 2.03 -2.34 0.45  0.039
H: 3.45 -6.20 0.84  0.000
H: 3.83 -4.63 1.57  0.000
H: 3.82 -4.81 -0.19  0.000
H: -1.11 -5.40 0.75  0.003
H: 2.61 -2.19 1.27  -0.001
H: 2.61 -2.34 -0.38  -0.002
S: -0.04 0.66 2.33  0.864
C: 1.45 1.50 2.36  0.055
C: 1.86 2.07 3.59  0.100
C: 3.07 2.71 3.69  -0.033
C: 3.90 2.78 2.57  0.144
C: 3.51 2.24 1.35  -0.041
C: 2.28 1.61 1.22  0.110
S: 1.80 1.00 -0.36  0.515
H: 1.20 1.98 4.44  -0.003
H: 3.39 3.14 4.63  0.001
H: 4.86 3.28 2.64  0.005
H: 4.16 2.33 0.49  0.002
C: 1.11 4.67 -0.13  0.025
As: 0.16 3.13 -0.84  0.551
C: 0.45 3.22 -2.75  0.008
C: -1.73 3.54 -0.64  0.068
C: -2.10 4.89 -0.70  -0.012
C: -3.44 5.25 -0.66  0.003
C: -4.42 4.27 -0.57  0.007
C: -4.05 2.94 -0.50  -0.009
C: -2.71 2.56 -0.52  0.043
As: -2.36 0.65 -0.38  0.265
C: -3.62 0.08 0.98  0.013
C: -3.10 -0.09 -2.01  0.005
H: 0.88 5.56 -0.71  0.018
H: 2.18 4.47 -0.22  -0.006
H: 0.85 4.82 0.91  0.001
H: 0.03 4.15 -3.13  0.010
H: -0.03 2.38 -3.23  0.003
H: 1.52 3.19 -2.94  0.000
H: -1.36 5.66 -0.78  -0.001
H: -3.71 6.30 -0.71  -0.001
H: -5.46 4.55 -0.54  0.000
H: -4.84 2.20 -0.42  0.000
H: -3.36 0.53 1.93  -0.004
H: -3.58 -1.01 1.06  0.000
H: -4.63 0.37 0.70  0.006
H: -4.12 0.27 -2.13  0.011
H: -3.09 -1.18 -1.94  0.003
H: -2.50 0.22 -2.86  0.002

- Which value of charge does entry 4 give?
  0

Please write out number 1 again, unchanged.
The following is a quantum chemistry calculation of C18H18ClEuN4 as an isolated structure, from OMol25.

Its expectation value of S² is 15.760. As for the multiplicity: 8. As for the charge: +1. The value obtained for the LUMO energy (spin up / spin down) is -2.9 / -2.9 eV. The calculation puts the energy at -2086.1830 Eh. The calculation puts the frontier orbital gap (spin up / spin down) at 0.2573 / 0.3430 hartree. The calculation puts the largest force on an atom at 0.027 hartree/bohr.

Last column: Mulliken spin population.
Element x y z (Å)
Eu: -1.35 1.45 -0.35  7.029
C: -1.70 -1.87 0.52  -0.012
N: -0.61 -1.12 -0.12  -0.002
C: 0.59 -1.11 0.72  0.006
C: 1.51 0.09 0.58  -0.007
C: 2.88 -0.08 0.47  -0.002
C: 3.68 1.06 0.43  0.000
C: 3.09 2.31 0.49  0.000
C: 1.71 2.38 0.60  -0.003
N: 0.95 1.29 0.64  0.012
C: -0.35 -1.57 -1.50  0.004
C: 0.51 -0.62 -2.31  -0.002
C: 1.63 -1.05 -2.99  -0.001
C: 2.37 -0.12 -3.71  0.001
C: 1.99 1.21 -3.71  -0.004
C: 0.85 1.55 -2.99  -0.003
N: 0.12 0.66 -2.33  0.016
C: -2.43 -1.12 1.62  0.006
C: -3.01 -1.82 2.67  0.002
C: -3.77 -1.12 3.60  0.000
C: -3.92 0.25 3.48  -0.002
C: -3.28 0.87 2.41  -0.011
N: -2.58 0.19 1.51  0.018
H: -1.34 -2.83 0.92  -0.001
H: -2.42 -2.13 -0.26  -0.005
H: 1.17 -2.03 0.57  -0.001
H: 0.26 -1.13 1.76  -0.003
H: 3.29 -1.07 0.42  0.000
H: 4.75 0.95 0.34  0.000
H: 3.68 3.22 0.45  0.000
H: 1.18 3.32 0.65  -0.005
H: -1.32 -1.67 -2.00  -0.007
H: 0.11 -2.56 -1.51  -0.002
H: 1.92 -2.10 -2.96  0.000
H: 3.25 -0.43 -4.26  0.000
H: 2.54 1.97 -4.24  0.000
H: 0.51 2.58 -2.94  -0.004
H: -2.88 -2.89 2.75  0.000
H: -4.23 -1.64 4.43  0.000
H: -4.49 0.84 4.18  0.000
H: -3.35 1.94 2.26  -0.003
Cl: -1.51 3.94 -0.31  -0.014

Repeat the fourth record exactly.
The following is a quantum chemistry calculation of C4H10N2O as an isolated structure, from OMol25.

As for the charge: 0. The value obtained for the LUMO energy is 0.7 eV. The calculation puts the energy at -342.9971 Eh. The value obtained for the relative energy (zero: lowest compared OMol25 entry of this formula, charge and spin) is 5.560 eV. The calculation puts the frontier orbital gap at 0.3166 hartree. The calculation puts the largest force on an atom at 0.042 hartree/bohr.

Last column: natural (NBO) charge in e.
Element x y z (Å)
C: -1.52 -0.02 -1.22  -0.261
N: -2.35 -0.94 -0.55  -0.815
C: 0.30 -0.59 -0.92  0.178
O: 0.33 -1.75 -0.51  -0.679
H: -2.43 -0.74 0.44  0.359
H: -1.99 -1.89 -0.65  0.387
H: 0.86 -0.18 -1.76  0.174
H: -1.50 -0.18 -2.30  0.202
H: -1.75 1.02 -1.00  0.199
C: 1.35 0.10 1.71  -0.724
C: 1.06 0.78 0.42  0.233
N: 1.47 1.86 -0.08  -0.625
H: 2.13 2.35 0.53  0.344
H: -0.17 0.41 -0.26  0.302
H: 2.31 0.42 2.13  0.226
H: 0.56 0.33 2.44  0.237
H: 1.35 -0.98 1.60  0.264

- Which value of charge does entry 3 give?
  0